Entry 1:
A structure of composition C3H5HgO3 at a distorted geometry, computed with ωB97M-V/def2-TZVPD.

- 2S+1 = 2
- HOMO level (spin up / spin down) (eV) = -7.219 / -7.861
- LUMO level (spin up / spin down) (eV) = 0.1859 / -0.9881
- energy above the lowest of the compared OMol25 structures with the same formula, charge and spin (kJ/mol) = 495.8
- expectation value of S² = 0.7786

Each line ends with the Mulliken spin population.
Positions of all 12 atoms, in Å:
H: -0.876 0.651 -1.624  0.01
C: -1.139 0.530 -0.559  -0.15
C: -0.229 1.215 0.239  0.16
O: 1.156 0.902 0.134  0.02
C: 1.548 -0.330 0.113  0.11
O: 2.849 -0.326 -0.071  0.00
Hg: 0.005 -2.201 0.513  0.77
O: -1.820 -1.219 0.569  0.07
H: -2.188 0.448 -0.854  0.00
H: -2.168 -0.740 1.325  0.00
H: -0.316 2.303 0.302  -0.01
H: 3.178 -1.232 -0.086  0.01

Atoms 1-6, force components in eV/Å:
1.9 -2.5 -0.1
0.8 1.6 -1.6
-1.7 0.3 -1.1
-0.1 0.1 -0.7
-0.2 0.4 -0.2
0.1 0.0 -0.1

Entry 2:
The molecule C11H12NP at a distorted geometry, computed with ωB97M-V/def2-TZVPD.

- HOMO level (eV) = -8.326
- LUMO level (eV) = -0.4420
- SMILES = [H]/P=C(C=C)\C(=C/C)c1cccnc1
- energy above the lowest of the compared OMol25 structures with the same formula, charge and spin (kJ/mol) = 277.1

Each line ends with the Löwdin charge.
Positions of all 25 atoms, in Å:
C: -1.496 -2.073 -2.342  -0.04
C: -1.095 -0.804 -1.880  -0.02
C: -1.159 -3.227 -1.592  -0.11
C: -0.094 -2.025 -0.054  -0.15
C: -0.367 -0.801 -0.676  -0.19
C: 0.218 0.466 2.859  0.06
C: 1.378 0.527 2.173  -0.23
C: -0.573 1.644 -0.214  -0.11
C: 0.100 0.483 -0.138  -0.23
C: 1.494 0.376 0.736  -0.63
C: 0.105 2.860 0.306  -0.11
N: -0.485 -3.156 -0.451  0.06
P: 2.901 0.108 -0.104  0.90
H: -1.991 -1.943 -3.280  0.09
H: -1.378 -0.030 -2.628  0.13
H: -1.308 -4.236 -1.745  0.08
H: 0.418 -2.064 0.868  0.10
H: 0.082 0.790 3.891  0.07
H: -0.539 -0.005 2.400  0.02
H: 2.341 0.916 2.486  0.09
H: -1.495 1.940 -0.736  0.12
H: 1.042 2.753 0.828  0.05
H: -0.722 3.313 0.982  0.11
H: 0.269 3.709 -0.354  0.07
H: 2.353 0.478 -1.335  -0.13

Atoms 1-6, force components in eV/Å:
0.7 0.1 1.0
-0.1 -2.0 -0.2
-0.1 2.2 -0.4
0.4 3.2 0.9
-0.4 1.3 -1.1
3.7 1.2 1.3

Entry 3:
The molecule C4H6O2 at a distorted geometry, computed with ωB97M-V/def2-TZVPD.

- HOMO level (eV) = -9.434
- LUMO level (eV) = 0.7239
- SMILES = CCC(=O)C=O
- energy above the lowest of the compared OMol25 structures with the same formula, charge and spin (kJ/mol) = 239.8

Each line ends with the Löwdin charge.
Positions of all 12 atoms, in Å:
C: -0.271 -0.546 1.598  -0.11
C: -0.943 -0.267 0.236  -0.15
C: 0.166 0.176 -0.764  -0.20
O: 1.309 0.093 -0.331  0.06
C: 0.840 0.876 -2.031  -0.24
O: 1.049 2.054 -2.125  0.05
H: 0.456 -1.361 1.530  0.08
H: 0.273 0.335 1.949  0.08
H: -1.009 -0.818 2.361  0.08
H: -1.704 0.513 0.338  0.11
H: -1.487 -1.162 -0.102  0.11
H: 1.322 0.107 -2.659  0.13

Atoms 1-6, force components in eV/Å:
0.0 0.0 -0.1
0.0 0.2 -0.2
1.4 0.4 0.7
0.4 -0.9 0.9
-1.1 0.3 -0.5
-0.6 -0.6 0.0

Entry 4:
The molecule C8H14Si at a distorted geometry, computed with ωB97M-V/def2-TZVPD.

- HOMO level (eV) = -8.316
- LUMO level (eV) = 0.6334
- SMILES = CC1=C[Si](C)(C)C=C1C
- energy above the lowest of the compared OMol25 structures with the same formula, charge and spin (kJ/mol) = 78.1

Each line ends with the Löwdin charge.
Positions of all 23 atoms, in Å:
C: 0.392 -1.076 0.645  -0.25
C: 1.253 0.117 0.403  -0.34
C: -0.872 -1.087 0.119  -0.11
C: 0.532 1.206 0.044  -0.10
C: 0.795 -2.214 1.722  -0.04
C: 2.762 0.163 0.471  -0.06
C: -2.532 1.727 0.065  -0.17
C: -1.045 0.408 -2.331  -0.17
Si: -1.143 0.587 -0.485  0.49
H: -1.623 -1.864 0.083  0.07
H: 1.063 2.094 -0.401  0.09
H: -0.075 -2.466 2.297  0.05
H: 1.132 -3.131 1.265  0.06
H: 1.513 -2.006 2.497  0.06
H: 3.197 -0.839 0.671  0.08
H: 3.111 0.480 -0.538  0.09
H: 3.162 0.833 1.239  0.08
H: -3.405 1.309 -0.425  0.02
H: -2.740 1.960 1.091  0.02
H: -2.364 2.708 -0.398  0.04
H: -0.589 1.280 -2.785  0.03
H: -0.441 -0.435 -2.580  0.02
H: -2.081 0.247 -2.668  0.04

Atoms 1-6, force components in eV/Å:
-0.6 -2.4 2.2
-0.7 1.3 0.3
1.1 0.1 0.8
0.9 0.2 -1.3
-0.3 0.7 -1.5
0.3 -1.2 -0.5

Entry 5:
The molecule C3H2N2O2, computed with ωB97M-V/def2-TZVPD.

- HOMO level (eV) = -10.098
- LUMO level (eV) = -0.3359
- SMILES = O=CC(=O)N1C=N1
- energy above the lowest of the compared OMol25 structures with the same formula, charge and spin (kJ/mol) = 367.6

Each line ends with the Löwdin charge.
Positions of all 9 atoms, in Å:
O: 2.467 0.368 -0.316  0.10
C: 1.648 -0.475 -0.062  -0.16
C: 0.313 -0.100 0.574  -0.43
N: -0.760 -0.496 -0.275  0.04
C: -1.696 0.529 -0.541  -0.17
N: -2.164 -0.072 0.429  0.23
O: 0.213 0.424 1.649  0.14
H: 1.806 -1.545 -0.282  0.13
H: -1.848 1.353 -1.228  0.13

Atoms 1-6, force components in eV/Å:
-0.3 -0.3 0.1
0.4 0.3 -0.1
-0.1 0.4 0.4
0.1 -0.1 0.0
-0.4 -0.1 0.5
0.1 0.3 -0.5

Entry 6:
A structure of composition C42H50Br2N10O7PSc at a distorted geometry, computed with ωB97M-V/def2-TZVPD.

- HOMO level (eV) = -6.998
- LUMO level (eV) = -1.1545
- energy above the lowest of the compared OMol25 structures with the same formula, charge and spin (kJ/mol) = 403.2

Each line ends with the Löwdin charge.
Positions of all 113 atoms, in Å:
Sc: 0.247 1.026 -0.071  0.89
O: 0.488 0.037 -6.460  0.10
C: 1.646 0.726 -6.415  -0.27
C: 2.881 0.257 -6.964  -0.01
C: 3.984 1.030 -6.910  -0.14
N: 3.997 2.265 -6.310  0.01
C: 2.862 2.682 -5.775  -0.78
Br: 2.907 4.250 -4.739  0.79
C: 1.659 1.998 -5.806  -0.05
H: -0.290 0.470 -6.121  0.08
H: 2.856 -0.721 -7.258  0.09
H: 4.951 0.736 -7.430  0.13
H: 0.769 2.404 -5.384  0.08
Br: -6.658 0.041 -3.013  0.73
C: -5.254 0.716 -1.916  -0.65
C: -4.483 -0.216 -1.150  -0.11
C: -3.482 0.208 -0.385  -0.04
C: -3.213 1.593 -0.275  -0.23
C: -4.028 2.508 -0.990  0.01
C: -5.010 2.062 -1.884  -0.12
N: -2.063 1.906 0.468  0.09
C: -1.971 2.954 1.180  -0.07
C: -0.747 3.415 1.840  -0.18
C: -0.767 4.568 2.694  0.03
C: 0.475 5.039 2.995  -0.05
C: 1.651 4.320 2.743  -0.02
C: 1.526 3.078 2.092  -0.08
N: 0.358 2.658 1.577  0.04
H: -4.488 -1.279 -1.417  0.10
H: -2.850 -0.510 0.145  0.09
H: -3.695 3.554 -0.997  0.12
H: -5.619 2.803 -2.332  0.10
H: -2.803 3.609 1.316  0.13
H: -1.579 5.125 2.805  0.07
H: 0.526 6.074 3.301  0.12
H: 2.646 4.642 3.022  0.11
H: 2.370 2.406 1.836  0.12
O: -2.279 3.158 -5.329  0.14
C: -1.602 2.659 -4.482  -0.29
C: -1.561 1.182 -4.003  -0.30
O: -1.945 0.168 -4.598  0.06
C: -0.760 1.204 -2.808  -0.28
C: -0.311 2.603 -2.491  -0.30
O: 0.212 2.853 -1.361  -0.07
C: -0.711 3.485 -3.544  -0.31
O: -0.591 4.726 -3.568  0.06
O: -0.611 0.308 -1.870  -0.13
N: 0.022 -0.359 1.220  -0.24
P: -0.285 -1.512 2.213  0.52
N: -1.164 -2.700 1.497  -0.20
C: -0.678 -3.131 0.100  -0.14
C: -1.813 -4.005 -0.685  -0.14
C: -3.164 -3.562 -0.168  -0.22
C: -3.333 -3.736 1.334  -0.17
C: -1.994 -3.764 2.136  -0.15
N: 1.012 -2.106 3.005  -0.25
C: 0.963 -3.431 3.569  -0.22
C: 1.561 -4.432 2.630  -0.16
C: 3.016 -3.948 2.222  -0.17
C: 3.083 -2.505 1.818  -0.17
C: 2.322 -1.581 2.784  -0.22
N: -1.298 -1.187 3.481  -0.19
C: -0.668 -0.493 4.623  -0.23
C: -1.462 -0.864 5.848  -0.17
C: -2.973 -0.453 5.614  -0.20
C: -3.611 -0.785 4.263  -0.19
C: -2.632 -0.548 3.156  -0.20
H: 0.298 -3.651 0.064  0.10
H: -0.499 -2.164 -0.326  0.06
H: -1.631 -5.086 -0.408  0.11
H: -1.671 -3.834 -1.831  0.14
H: -3.945 -4.012 -0.730  0.10
H: -3.189 -2.512 -0.437  0.07
H: -3.888 -4.656 1.472  0.10
H: -4.027 -3.065 1.830  0.09
H: -1.484 -4.676 1.793  0.11
H: -2.193 -3.471 3.107  0.07
H: 0.020 -3.744 4.031  0.11
H: 1.676 -3.367 4.472  0.14
H: 0.874 -4.357 1.805  0.07
H: 1.538 -5.413 3.018  0.10
H: 3.206 -4.569 1.326  0.11
H: 3.728 -4.279 2.987  0.11
H: 2.566 -2.367 0.910  0.09
H: 4.120 -2.122 1.726  0.12
H: 2.266 -0.556 2.407  0.10
H: 2.771 -1.465 3.748  0.11
H: -0.700 0.622 4.487  0.13
H: 0.364 -0.768 4.568  0.09
H: -1.172 -0.286 6.785  0.13
H: -1.449 -1.967 5.979  0.11
H: -3.107 0.586 5.773  0.08
H: -3.475 -0.909 6.502  0.11
H: -4.547 -0.246 4.052  0.12
H: -3.815 -1.881 4.270  0.11
H: -2.438 0.512 2.878  0.11
H: -3.002 -1.077 2.205  0.10
C: 2.175 0.019 -3.166  0.03
N: 3.307 0.641 -2.480  0.02
C: 4.381 1.118 -3.212  0.01
C: 5.433 1.760 -2.563  0.01
C: 5.381 1.925 -1.169  -0.37
N: 4.360 1.386 -0.494  0.20
C: 3.298 0.825 -1.087  -0.43
O: 2.224 0.508 -0.531  -0.07
N: 6.363 2.553 -0.485  0.15
H: 2.469 -0.448 -4.115  0.11
H: 1.419 0.673 -3.338  0.04
H: 1.828 -0.809 -2.599  0.10
H: 4.281 0.978 -4.253  0.09
H: 6.216 2.011 -3.264  0.11
H: 6.833 3.396 -0.837  0.13
H: 6.296 2.565 0.516  0.10

Atoms 1-6, force components in eV/Å:
-0.7 -0.2 -0.4
2.0 -1.3 -0.9
-0.2 1.9 0.5
-2.7 0.8 1.4
1.7 1.9 -0.2
0.0 -0.8 -0.4